1.
The following is a DFT calculation (ωB97M-V with the def2-TZVPD basis set) of 14 unconnected molecules or ions with the total composition C60H87BF5NO24S3.

- 2S+1: 1
- Molar mass: 1408.3 g mol⁻¹
- HOMO level: -8.95 eV
- DFT total energy: -161031.6187 eV
- LUMO: 0.0065 Ha
- Charge: 0
- HOMO-LUMO gap: 9.125 eV
- Energy above the lowest of the compared OMol25 structures with the same formula, charge and spin: 1.310 eV

The geometry in XYZ format:
```
181
C60H87BF5NO24S3 (ωB97M-V with the def2-TZVPD basis set)
C -1.3010 0.3393 2.0855
C -1.6379 0.6056 0.6448
N -0.7290 1.5791 -0.0573
C -1.3160 1.9279 -1.3872
C -0.4953 2.8403 0.7270
C -1.7496 3.6550 0.9581
C 0.6678 1.0743 -0.3097
C 0.7797 -0.4019 -0.6736
O -0.2078 -0.7558 -1.6123
C -0.1148 -2.1171 -2.0056
H -1.9792 -0.4246 2.4608
H -1.4292 1.2391 2.6923
H -0.2708 0.0558 2.3246
H -2.6536 0.9951 0.5539
H -1.6022 -0.2095 -0.0798
H -1.2667 1.0515 -2.0229
H -0.8108 2.7629 -1.8606
H -2.3561 2.1640 -1.1690
H 0.1608 3.4486 0.1079
H 0.0335 2.6087 1.6490
H -2.5412 3.1700 1.5253
H -2.1201 4.0459 0.0075
H -1.4401 4.5841 1.4471
H 1.2936 1.2048 0.5758
H 1.1769 1.7070 -1.0401
H 0.5571 -0.9337 0.2681
H 1.7756 -0.7158 -0.9857
H -0.4175 -2.8284 -1.2326
H 0.9518 -2.2829 -2.2174
H -0.5982 -2.3196 -2.9580
O 3.6451 2.5246 -5.5153
C 2.9117 1.7526 -4.9766
O 1.7818 1.3387 -5.5050
B 1.1513 0.3462 -4.5668
O 2.0126 0.3875 -3.3997
C 3.0538 1.1842 -3.5622
O 3.8848 1.4153 -2.7495
O -0.1674 0.8597 -4.1903
C -1.0917 -0.0158 -4.4412
O -2.2026 0.0445 -4.0457
C -0.4146 -1.1970 -5.1553
O 0.8958 -0.9550 -5.2246
O -0.9673 -2.1458 -5.5908
F 2.9111 5.9168 4.2721
C 2.9005 5.1401 3.1612
C 3.5966 3.9495 3.1698
C 3.5967 3.1687 2.0198
C 3.0155 3.6540 0.8558
C 2.3016 4.8468 0.8245
C 2.2052 5.5166 2.0373
H 4.0986 3.6724 4.0900
H 4.1732 2.2599 1.9817
H 3.0735 3.0679 -0.0577
H 1.8905 5.3213 -0.0528
H 1.6375 6.4438 2.1070
F -4.9684 5.2041 2.6371
C -4.3110 6.3500 2.3047
C -5.0300 7.5184 2.1431
C -4.3286 8.6902 1.8558
C -2.9473 8.6464 1.6709
C -2.2427 7.4544 1.7744
C -2.9627 6.3029 2.0557
H -6.0937 7.6321 2.3036
H -4.7932 9.6614 1.9477
H -2.4208 9.5739 1.4800
H -1.1956 7.3920 1.5159
H -2.4394 5.3531 2.0956
F 2.8562 -5.3896 -5.3864
C 1.6606 -5.5999 -4.8121
C 1.4930 -6.7681 -4.0695
C 0.3776 -6.9496 -3.2878
C -0.6376 -6.0030 -3.3458
C -0.5298 -4.8579 -4.1205
C 0.6603 -4.6550 -4.8267
H 2.3412 -7.4405 -3.9921
H 0.1894 -7.7638 -2.5983
H -1.6215 -6.0981 -2.8907
H -1.3455 -4.1580 -4.2170
H 0.7993 -3.7076 -5.3356
F -5.3858 -6.3238 -2.6069
C -4.5582 -5.6778 -1.7743
C -4.2075 -6.2281 -0.5689
C -3.4787 -5.4612 0.3493
C -3.1419 -4.1551 0.0579
C -3.4603 -3.6240 -1.1963
C -4.1849 -4.3729 -2.0933
H -4.4059 -7.2503 -0.2722
H -3.2850 -5.8682 1.3335
H -2.7230 -3.5199 0.8309
H -3.2562 -2.5867 -1.4321
H -4.4697 -4.0244 -3.0800
F -5.4254 -2.1756 1.8643
C -4.9279 -1.2482 2.6936
C -5.1274 0.0770 2.3748
C -4.5985 1.0711 3.1983
C -3.8746 0.6969 4.3239
C -3.7266 -0.6371 4.6722
C -4.2530 -1.6124 3.8390
H -5.8013 0.3382 1.5670
H -4.6599 2.0998 2.8703
H -3.3677 1.4998 4.8489
H -3.1513 -0.9311 5.5389
H -4.1350 -2.6506 4.1199
C 4.8616 -5.4118 -1.3460
S 3.3046 -4.8726 -0.5316
O 2.5123 -4.2222 -1.6098
C 2.7749 -6.5840 -0.3363
H 4.6318 -6.1988 -2.0615
H 5.5466 -5.8673 -0.6229
H 5.4086 -4.5912 -1.8090
H 2.7997 -7.1585 -1.2560
H 1.7487 -6.5437 0.0329
H 3.4154 -7.0807 0.3931
C 4.2646 -1.0323 0.0679
S 3.9286 -0.6970 1.8428
O 2.5333 -0.1691 2.0204
C 3.9495 -2.4213 2.4619
H 4.3131 -0.0588 -0.4145
H 3.5110 -1.6718 -0.3924
H 5.2104 -1.5685 0.0121
H 3.7093 -2.2641 3.5077
H 4.9490 -2.8213 2.3085
H 3.2335 -2.9233 1.8179
C 2.1933 5.7587 -3.5316
S 1.1735 4.3953 -2.9078
O 0.2405 4.8864 -1.8505
C 0.3761 4.0729 -4.4981
H 2.7262 6.3064 -2.7587
H 1.5557 6.4502 -4.0936
H 2.9125 5.4576 -4.2976
H 1.0771 3.8699 -5.3027
H -0.2742 4.9111 -4.7679
H -0.3012 3.2345 -4.3418
C 3.6829 2.2555 8.7845
O 3.7085 2.0787 7.3721
C 2.5112 2.0555 6.7864
O 1.5064 2.4718 7.2684
O 2.6708 1.6747 5.5451
C 1.6115 1.7870 4.6085
H 3.1991 1.4109 9.2709
H 3.2046 3.2105 9.0245
H 4.6871 2.3919 9.1835
H 1.7946 1.1941 3.7165
H 1.4964 2.8303 4.3214
H 0.7014 1.4284 5.0945
C 3.8775 -2.8360 -4.2549
O 4.7499 -1.6932 -4.3523
C 5.9806 -1.9167 -3.9319
O 6.3281 -2.6992 -3.0893
O 6.8957 -1.1439 -4.5141
C 6.5499 -0.3126 -5.6190
H 3.0776 -2.8536 -4.9827
H 3.4481 -2.8570 -3.2559
H 4.5004 -3.7210 -4.3543
H 6.1663 -0.8926 -6.4622
H 7.4707 0.1606 -5.9406
H 5.7846 0.4037 -5.3386
C 0.2832 -3.6471 1.9134
O -0.6017 -3.3372 2.9864
C -1.0970 -4.2739 3.7626
O -0.8509 -5.4326 3.7575
O -1.8479 -3.6445 4.6515
C -2.3344 -4.3371 5.7872
H -0.2370 -4.1906 1.1231
H 1.1284 -4.1956 2.3410
H 0.6725 -2.7082 1.5262
H -2.9299 -3.6428 6.3780
H -1.5494 -4.7225 6.4403
H -2.9812 -5.1639 5.4825
C -6.2431 2.8093 1.5187
O -6.3820 2.5257 0.1207
C -5.3648 2.0534 -0.5654
O -4.2652 1.7789 -0.1396
O -5.7025 1.9628 -1.8409
C -4.7206 1.5397 -2.7592
H -6.8894 2.0855 2.0322
H -6.6202 3.8112 1.6625
H -5.2683 2.5752 1.9399
H -3.8941 2.2462 -2.8521
H -5.0870 1.2918 -3.7495
H -4.2651 0.6136 -2.3940
```


2.
The following is a DFT calculation (ωB97M-V with the def2-TZVPD basis set) of C3H7NOS in the gas phase.

- 2S+1: 1
- Molar mass: 105.2 g mol⁻¹
- HOMO level: -8.72 eV
- DFT total energy: -17595.2211 eV
- LUMO: 0.0371 Ha
- Charge: 0
- HOMO-LUMO gap: 9.733 eV
- Energy above the lowest of the compared OMol25 structures with the same formula, charge and spin: 2.708 eV
- SMILES string: C=NSCOC

The geometry in XYZ format:
```
13
C3H7NOS (ωB97M-V with the def2-TZVPD basis set)
C 1.7007 -0.2224 2.5709
C 0.4534 -0.4479 0.5773
C -1.6910 -0.2473 -2.5184
H 2.3666 -0.9922 2.1631
H 2.2707 0.5312 3.1215
H 0.9533 -0.7834 3.1631
H -0.2966 -1.0934 1.0602
H 1.2680 -1.0124 0.0905
H -1.8410 0.8519 -2.5644
H -2.0673 -0.9379 -3.2733
N -1.0845 -0.6769 -1.5135
O 1.0233 0.4191 1.5063
S -0.3767 0.6455 -0.5622
```


3.
The following is a DFT calculation (ωB97M-V with the def2-TZVPD basis set) of a molecular structure, C19H27N5O3S2.

- 2S+1: 1
- Molar mass: 437.6 g mol⁻¹
- HOMO level: -7.81 eV
- DFT total energy: -55383.1666 eV
- LUMO: -0.0212 Ha
- Charge: 0
- HOMO-LUMO gap: 7.232 eV
- Energy above the lowest of the compared OMol25 structures with the same formula, charge and spin: 21.887 eV

The geometry in XYZ format:
```
56
C19H27N5O3S2 (ωB97M-V with the def2-TZVPD basis set)
C -5.1694 -1.6170 -0.6853
N -4.2793 -1.2971 0.3900
S -4.5145 0.2844 1.0938
O -5.9793 0.5432 0.8549
O -4.2098 -0.1223 2.3254
C -3.6524 1.2610 0.3299
C -4.1889 2.0209 -0.5443
C -3.2924 3.0459 -1.5524
C -1.9800 3.1359 -1.2665
C -1.3518 2.2571 -0.1703
N -0.1681 2.4172 0.2507
S -0.1112 1.2258 1.2999
N -1.5234 0.5240 1.3761
C -2.2139 1.4951 0.6168
H -1.2896 3.7577 -1.8509
H -3.7782 3.6039 -2.0796
H -5.1195 1.9257 -0.8700
C -3.1178 -1.8150 0.5739
H -2.6243 -1.3043 1.4016
C -2.1896 -1.2211 -0.5054
O -2.6218 -0.6759 -1.6926
N -0.9696 -1.4913 -0.3392
C -0.2574 -2.0361 0.7513
H -0.5345 -3.1735 0.9459
C 1.2640 -1.7688 0.4167
N 1.6485 -0.5701 0.2001
C 1.1983 -0.5632 -1.1816
C 0.0969 -1.1682 -1.6214
H 0.3932 -2.3239 -1.8166
H -0.4879 -0.9337 -2.3320
H 0.8647 0.7705 -1.3286
H 2.0006 -0.5580 -1.9918
C 2.9196 -0.0707 0.6182
C 4.0384 -1.0852 0.0516
C 5.3439 -0.5068 0.6526
C 5.6306 1.2289 0.3278
C 4.4393 1.8722 0.6063
C 3.1047 1.3655 0.4504
H 3.1437 1.4614 -0.8862
H 2.1550 2.0859 0.6145
H 4.6350 2.8314 0.6506
H 4.2223 1.8960 2.1072
H 6.4194 1.3433 0.7677
H 5.6309 0.9846 -0.7667
H 6.0997 -0.9803 0.1948
H 5.5168 -0.6128 1.7235
H 4.0133 -2.1125 0.4012
H 4.2296 -1.0509 -0.9779
H 2.9306 -0.0650 1.5913
H 1.5291 -2.0030 1.7182
H 1.7591 -2.6512 -0.0343
H -0.6359 -1.6061 1.5238
H -2.8888 -2.7970 0.3846
H -5.3259 -2.7785 -0.6907
H -6.0527 -1.1697 -0.5370
H -4.6991 -1.2084 -1.4906
```


4.
The following is a DFT calculation (ωB97M-V with the def2-TZVPD basis set) of 5 unconnected molecules or ions with the total composition C36H43N4OS.

- 2S+1: 1
- Molar mass: 579.8 g mol⁻¹
- HOMO level: -10.23 eV
- DFT total energy: -56865.1071 eV
- LUMO: -0.1112 Ha
- Charge: +1
- HOMO-LUMO gap: 7.207 eV
- Energy above the lowest of the compared OMol25 structures with the same formula, charge and spin: 3.046 eV

The geometry in XYZ format:
```
85
C36H43N4OS (ωB97M-V with the def2-TZVPD basis set)
C 4.3578 -4.4130 -1.1780
N 4.6061 -4.2094 0.0846
C 4.5619 -2.8348 0.3665
C 4.2460 -2.2711 -0.8106
C 4.0237 -0.8095 -1.1053
C 2.5244 -0.6462 -1.5899
C 1.6343 0.0588 -0.5516
C 0.1332 -0.1418 -0.9205
C -0.7525 -0.3030 0.3320
C -2.1341 -0.9581 0.0534
C -2.8011 -0.4579 -1.2385
S -4.4460 -1.1722 -1.5835
C -4.3989 -2.9056 -1.3254
N -5.2468 -3.6787 -1.8789
N -5.0126 -4.9770 -1.4900
C -4.0158 -4.9046 -0.6941
O -3.5644 -3.6504 -0.5345
N 4.1396 -3.2513 -1.7864
H 4.3185 -5.3822 -1.6609
H 4.8008 -4.9292 0.7683
H 4.7402 -2.3682 1.3245
H 4.1240 -0.2493 -0.1717
H 4.6798 -0.4491 -1.9029
H 2.5426 -0.1631 -2.5738
H 2.0922 -1.6489 -1.7397
H 1.8201 1.1407 -0.6092
H 1.8677 -0.2729 0.4697
H -0.1694 0.7422 -1.4938
H 0.0273 -1.0473 -1.5355
H -0.2208 -1.0055 0.9939
H -0.8784 0.6506 0.8780
H -2.8082 -0.6954 0.8794
H -1.9786 -2.0406 0.0206
H -2.1854 -0.5870 -2.1348
H -2.9803 0.6199 -1.1195
H -3.5338 -5.7218 -0.1765
H 3.9367 -3.1312 -2.7682
C 3.1126 2.9987 -4.2994
C 2.4432 3.3210 -5.4718
C 2.6837 2.5960 -6.6314
C 3.5871 1.5420 -6.6172
C 4.2543 1.2168 -5.4441
C 4.0201 1.9478 -4.2866
H 2.9276 3.5666 -3.3960
H 1.7341 4.1388 -5.4824
H 2.1663 2.8523 -7.5469
H 3.7712 0.9746 -7.5206
H 4.9590 0.3934 -5.4329
H 4.5461 1.6980 -3.3718
C -7.9091 -0.6083 -0.7905
C -8.9026 -1.2638 -1.5050
C -10.2387 -0.9836 -1.2526
C -10.5811 -0.0412 -0.2918
C -9.5875 0.6167 0.4203
C -8.2515 0.3302 0.1738
H -6.8666 -0.8293 -0.9854
H -8.6344 -1.9942 -2.2583
H -11.0140 -1.4993 -1.8052
H -11.6232 0.1805 -0.0983
H -9.8549 1.3527 1.1684
H -7.4761 0.8398 0.7333
C 5.3085 0.8226 3.9590
C 4.4459 -0.2128 3.6253
C 3.9881 -1.0833 4.6059
C 4.3867 -0.9119 5.9243
C 5.2463 0.1252 6.2591
C 5.7104 0.9899 5.2766
H 5.6672 1.4992 3.1932
H 4.1284 -0.3410 2.5952
H 3.3191 -1.8947 4.3437
H 4.0269 -1.5863 6.6907
H 5.5556 0.2598 7.2876
H 6.3846 1.7951 5.5384
C -1.3161 2.7342 3.0833
C -1.7861 4.0398 3.1262
C -0.9285 5.0758 3.4711
C 0.4020 4.8082 3.7648
C 0.8738 3.5034 3.7191
C 0.0139 2.4672 3.3827
H -1.9866 1.9255 2.8176
H -2.8221 4.2502 2.8918
H -1.2972 6.0928 3.5107
H 1.0709 5.6172 4.0295
H 1.9120 3.2942 3.9466
H 0.3811 1.4479 3.3525
```


5.
The following is a DFT calculation (ωB97M-V with the def2-TZVPD basis set) of 10 unconnected molecules or ions with the total composition C32H41Cl2F5O27.

- 2S+1: 1
- Molar mass: 1023.5 g mol⁻¹
- HOMO level: -10.64 eV
- DFT total energy: -127760.4218 eV
- LUMO: 0.0039 Ha
- Charge: 0
- HOMO-LUMO gap: 10.748 eV
- Energy above the lowest of the compared OMol25 structures with the same formula, charge and spin: 2.216 eV
- SMILES string: O=C1OC[C@@H](F)O1.O=C1OC[C@@H](F)O1.O=C1OC[C@@H](F)O1.O=C1OC[C@@H](F)O1.O=C1OC[C@@H](F)O1.C[C@H]1COC(=O)O1.C[C@H]1COC(=O)O1.C[C@H]1COC(=O)O1.C[C@H]1COC(=O)O1.ClCCl

The geometry in XYZ format:
```
107
C32H41Cl2F5O27 (ωB97M-V with the def2-TZVPD basis set)
C 6.5206 -18.5227 13.1564
C 7.4682 -18.0084 14.2318
C 8.9679 -18.1633 13.9334
O 9.3680 -16.9164 13.6537
C 8.4389 -16.0333 13.8345
O 8.6323 -14.8277 13.8070
O 7.3706 -16.5909 14.3174
H 6.5138 -19.6056 13.0326
H 6.8243 -17.9435 12.2844
H 5.4827 -18.2032 13.2500
H 7.3715 -18.4205 15.2362
H 9.0937 -18.8277 13.0786
H 9.4170 -18.7159 14.7587
C 17.0278 -4.6685 20.2029
C 15.5020 -4.8779 20.1419
C 14.8953 -6.3387 20.0092
O 13.8065 -6.2968 21.0136
C 13.9146 -5.1930 21.7751
O 13.1951 -4.8849 22.7204
O 14.9736 -4.4445 21.3156
H 17.6143 -5.1390 19.4138
H 17.3573 -5.2116 21.0887
H 17.3813 -3.6447 20.3248
H 15.0064 -4.2429 19.4075
H 15.6569 -7.0933 20.2058
H 14.4308 -6.3346 19.0231
C 16.6606 -1.8516 10.5904
C 17.5588 -1.4221 11.7587
C 17.9068 0.0947 11.8999
O 17.1222 0.5062 13.0198
C 16.4931 -0.5891 13.5826
O 15.7750 -0.5635 14.5590
O 16.8016 -1.6860 12.9305
H 15.7383 -1.2781 10.6835
H 16.3871 -2.9066 10.5738
H 17.1124 -1.5361 9.6500
H 18.5385 -1.8948 11.6892
H 17.6606 0.6841 11.0167
H 18.9809 0.1993 12.0536
C 4.3330 -7.6901 11.4393
C 4.0409 -6.7127 10.3563
C 3.3422 -5.3813 10.6580
O 4.2438 -4.4391 10.1568
C 5.2690 -5.0703 9.6193
O 6.1972 -4.5398 8.9983
O 5.2353 -6.3308 9.8607
H 3.3980 -8.0328 11.8825
H 5.0144 -7.2846 12.1871
H 4.7585 -8.5850 10.9853
H 3.3315 -7.2417 9.7200
H 3.1763 -5.2698 11.7295
H 2.3698 -5.3947 10.1658
C 16.5565 -15.0466 12.6255
Cl 17.7256 -15.0223 11.3074
Cl 16.7795 -16.5128 13.6481
H 16.6510 -14.1096 13.1744
H 15.5566 -15.0839 12.1931
C 19.5964 -8.9270 13.1585
C 19.7631 -7.7964 14.1456
O 21.0691 -8.0202 14.6612
C 21.5230 -9.2064 14.3177
O 22.5929 -9.6771 14.5747
O 20.6238 -9.7993 13.5368
F 18.9071 -7.9664 15.1518
H 19.8413 -8.5747 12.1565
H 18.5658 -9.2816 13.1478
H 19.4784 -6.8535 13.6787
C 15.5728 -11.5410 3.0215
C 15.5644 -10.0213 2.9184
O 15.9093 -9.6374 4.1941
C 15.7527 -10.6192 5.0294
O 15.8898 -10.5477 6.2693
O 15.2791 -11.6961 4.3673
F 14.3404 -9.5555 2.6635
H 16.5319 -11.9734 2.7366
H 14.8195 -11.9986 2.3802
H 16.3218 -9.6542 2.2259
C 10.3614 -13.7261 19.8755
C 11.2579 -15.0162 19.8326
O 12.3282 -14.4941 18.9738
C 12.1997 -13.2126 18.8055
O 13.0270 -12.5474 18.1524
O 11.1126 -12.7446 19.3409
F 10.7021 -15.9960 19.2449
H 9.9433 -13.4784 20.8512
H 9.5111 -13.8798 19.2110
H 11.4823 -15.3856 20.8332
C 11.0435 -7.8238 11.7247
C 12.0503 -8.2128 12.7395
O 12.6036 -6.9863 13.1303
C 11.5716 -6.1037 13.0498
O 11.5688 -4.9596 13.5542
O 10.5863 -6.6185 12.2691
F 13.0057 -8.8728 12.2107
H 10.2340 -8.5434 11.6023
H 11.3807 -7.6810 10.6981
H 11.6228 -8.7106 13.6098
C 11.0364 1.9836 12.1048
C 9.9521 1.6491 11.1499
O 10.5730 1.8477 9.8785
C 11.4425 2.7932 10.0542
O 12.1446 3.2443 9.2112
O 11.6828 3.0208 11.3633
F 8.9356 2.5113 11.3628
H 11.7759 1.1864 12.1808
H 10.6483 2.2890 13.0765
H 9.6195 0.6136 11.2217
```